Density functional theory data (ωB97M-V/def2-TZVPD) for 2 unconnected molecules or ions with the total composition C6H14N2O2 in a non-equilibrium geometry.

```
24
Properties=species:S:1:pos:R:3:forces:R:3:nbo_charge:R:1
O -1.6934 -1.2665 0.0308 0.482 -0.078 1.385 -0.612
O 1.2153 0.2719 -3.1620 0.587 0.749 -0.449 -0.624
N -1.3622 0.4293 1.5157 -0.698 -1.943 -1.774 -0.632
N 1.2935 0.7308 -0.9653 0.167 1.581 2.996 -0.633
C 1.7980 2.1136 -0.9290 -0.420 0.893 -2.881 -0.442
C -2.2865 1.2599 0.8090 0.386 -0.609 -2.202 -0.441
C -1.2996 -0.9299 1.1448 0.098 0.893 -0.440 0.678
C 1.3233 -1.6299 -1.7798 1.450 0.791 -1.113 -0.716
C -0.7215 -1.9118 2.1728 1.268 2.627 0.458 -0.708
C 1.3109 -0.0923 -2.0103 -1.010 -2.044 -0.706 0.679
H 1.9593 -1.9367 -2.6829 -1.294 -0.114 1.275 0.243
H -0.1676 -1.3211 2.9911 -1.253 -0.770 -0.846 0.209
H 1.1025 2.7788 -0.3914 0.800 -0.552 0.802 0.213
H 1.6788 2.6595 -1.9541 0.480 -1.589 1.317 0.231
H -3.2061 1.4832 1.2796 -1.355 -0.706 0.944 0.185
H -1.8874 2.2512 0.7639 0.704 0.607 -1.026 0.192
H -1.2413 0.7720 2.4041 0.839 -0.139 2.662 0.383
H 1.8425 -1.9708 -0.8842 -0.108 0.168 0.160 0.199
H 1.0946 0.4066 0.0007 0.368 -0.266 -1.441 0.394
H -2.4511 0.6857 -0.1534 0.029 1.519 0.758 0.254
H -1.6100 -2.4026 2.5499 0.405 -0.764 0.230 0.249
H 0.1103 -2.4680 1.7350 -0.804 -0.657 -0.173 0.245
H 2.8942 2.0897 -0.6951 -1.157 0.552 0.304 0.204
H 0.3033 -2.0026 -1.7896 0.037 -0.149 -0.239 0.251
```
Positions in Å, forces in eV/Å.

Properties
SMILES: CNC(C)=O.CNC(C)=O
HOMO in eV: -9.3
E_LUMO in eV: 0.560
Gap between HOMO and LUMO in Ha: 0.3625
ΔE to the lowest compared entry with this formula, charge and spin in eV: 1.979
Total energy in eV: -13523.6453
Multiplicity: 1



Density functional theory data (ωB97M-V/def2-TZVPD) for 2 unconnected molecules or ions with the total composition C6H14N2O2 in a non-equilibrium geometry.

```
24
Properties=species:S:1:pos:R:3:forces:R:3:nbo_charge:R:1
O -2.0342 0.2427 -2.7900 -0.052 -0.059 0.296 -0.617
O 1.9207 -0.0178 0.6267 0.374 -0.280 -0.012 -0.633
N -1.0043 -0.9495 -1.1418 -0.203 0.122 -1.108 -0.628
N 0.8862 1.1867 2.1942 0.293 0.482 -0.253 -0.616
C -2.2322 -1.7244 -1.0205 0.125 0.239 0.892 -0.430
C 0.2955 0.5778 -2.5857 0.440 0.413 0.257 -0.713
C 1.1926 2.3658 1.4014 0.398 0.064 -0.275 -0.416
C 1.2915 -0.0068 1.6704 -0.934 0.777 -0.458 0.666
C 0.7142 -1.2444 2.2513 -0.469 -1.191 0.499 -0.713
C -1.0110 -0.0568 -2.2016 -0.092 0.357 -0.272 0.674
H -2.8142 -1.6685 -1.8969 -0.243 -0.126 -1.553 0.224
H 0.4699 1.3047 3.0961 -0.157 -0.350 0.113 0.399
H 0.7473 2.2538 0.4137 0.134 -0.055 -0.082 0.205
H -2.9231 -1.2312 -0.3362 0.282 -0.427 0.726 0.198
H 0.1625 1.2845 -3.3981 -0.305 -0.222 -0.220 0.236
H 1.3548 -1.8039 2.9154 0.567 0.182 0.357 0.237
H 2.2721 2.4632 1.2890 0.003 0.024 -0.181 0.206
H 0.5331 -1.9487 1.4519 -0.001 0.013 -0.453 0.237
H -0.1337 -1.4487 -1.0450 0.056 0.103 0.273 0.393
H 0.8269 3.3074 1.7929 -0.282 -0.177 0.599 0.205
H -2.0109 -2.7667 -0.8137 -0.130 0.051 0.454 0.198
H 0.6893 1.1788 -1.7640 0.116 -0.333 0.205 0.238
H 1.0472 -0.1544 -2.8725 0.079 -0.084 0.112 0.226
H -0.2402 -1.1438 2.7632 0.002 0.477 0.083 0.222
```
Positions in Å, forces in eV/Å.

Properties
SMILES: CNC(C)=O.CNC(C)=O
HOMO in eV: -9.6
E_LUMO in eV: 0.730
Gap between HOMO and LUMO in Ha: 0.3783
ΔE to the lowest compared entry with this formula, charge and spin in eV: 0.920
Total energy in eV: -13524.7047
Multiplicity: 1



Density functional theory data (ωB97M-V/def2-TZVPD) for a single C6H14N2O2 molecule in a non-equilibrium geometry.

```
24
Properties=species:S:1:pos:R:3:forces:R:3:nbo_charge:R:1
O -1.5135 1.7317 2.1602 -0.101 1.072 2.628 -0.442
O 1.8590 -1.4384 1.0883 0.799 -0.895 -0.146 -0.745
N -0.8737 0.1028 0.9922 2.905 -0.467 2.344 -0.220
N -1.5816 1.1371 1.1283 -1.981 1.703 -2.483 0.212
C 0.8234 -1.5032 2.0847 0.573 0.342 1.051 -0.094
C -1.1923 0.4892 -1.4249 -1.536 -0.075 -1.936 -0.404
C 1.0496 0.5755 -2.2209 2.809 -1.826 -1.364 -0.640
C -0.1359 1.4918 -1.8222 0.034 -1.131 0.260 -0.428
C -0.8070 -0.4038 -0.2699 0.454 -5.652 -5.048 -0.250
C -0.0600 -0.2773 2.1793 -2.506 2.713 0.907 -0.292
H -1.5584 -1.2819 -0.4261 1.024 1.000 0.738 0.183
H 1.2941 -1.5496 3.1397 -0.872 -0.625 -1.594 0.193
H 1.0038 0.0501 -3.2524 -0.297 1.226 1.477 0.209
H -2.1643 0.9689 -1.3075 0.025 -0.083 0.467 0.229
H -1.3816 -0.1874 -2.3605 0.537 0.885 1.671 0.199
H -0.5485 2.2968 -2.5108 0.917 -1.536 -0.068 0.229
H 0.2456 -0.9679 -0.6051 -2.760 1.856 1.726 0.257
H 1.6523 -0.3431 -1.5808 -2.742 2.488 -0.872 0.224
H -1.0691 -0.4050 2.8452 3.103 -0.376 -0.258 0.244
H 2.4118 -2.2857 0.9885 -1.670 1.800 0.728 0.489
H 0.3515 0.7689 2.5529 -0.237 -2.446 -0.617 0.251
H 0.1015 -2.2703 1.8180 0.356 -0.807 0.451 0.180
H 0.1812 2.1071 -0.9962 0.120 0.020 0.744 0.207
H 1.9122 1.1937 -2.2002 1.048 0.815 -0.805 0.210
```
Positions in Å, forces in eV/Å.

Properties
SMILES: CCCCN(CCO)N=O
HOMO in eV: -8.5
E_LUMO in eV: 0.505
Gap between HOMO and LUMO in Ha: 0.3321
ΔE to the lowest compared entry with this formula, charge and spin in eV: 7.103
Total energy in eV: -13518.5209
Multiplicity: 1



Density functional theory data (ωB97M-V/def2-TZVPD) for a single C6H14N2O2 molecule in a non-equilibrium geometry.

```
24
Properties=species:S:1:pos:R:3:forces:R:3:nbo_charge:R:1
O 0.2359 -1.9880 -1.7526 -0.331 0.497 0.066 -0.562
O 1.2500 0.7811 1.7005 0.192 -0.016 0.495 -0.721
N -1.6972 1.2039 -0.1661 -0.308 0.098 -0.081 -0.848
N 1.6879 -1.5490 0.4999 -0.014 0.038 0.015 -0.851
C 1.3757 -0.4183 -0.3655 -0.490 -0.197 0.109 -0.188
C -1.3711 0.1285 2.0620 0.047 0.035 -0.332 -0.620
C -0.9509 0.2024 0.5918 0.740 0.732 0.753 -0.088
C 0.6175 0.6246 0.4767 -1.372 -0.642 -0.368 0.104
C 0.5088 -0.8192 -1.5710 1.336 -0.392 -0.487 0.605
C 0.1974 0.2813 -2.5379 -0.544 -0.144 -0.135 -0.759
H -1.6504 2.1012 0.3087 -0.049 -0.057 -0.015 0.357
H -0.8521 -0.6849 2.5628 0.032 -0.045 0.185 0.210
H 2.4196 -2.1163 0.0870 -0.101 0.024 0.074 0.378
H 0.6159 1.5997 -0.0188 0.038 -0.111 -0.025 0.186
H -1.1953 -0.7651 0.1410 0.406 0.040 -0.100 0.191
H -2.6766 0.9431 -0.2255 0.040 0.088 0.041 0.361
H -0.5733 0.9143 -2.0912 0.069 0.069 -0.006 0.284
H 1.5777 -0.1053 1.9444 0.045 0.175 -0.117 0.492
H 0.8669 -2.1482 0.5675 0.160 -0.005 -0.110 0.374
H -0.1917 -0.1287 -3.4668 0.075 -0.065 -0.038 0.235
H -2.4451 -0.0437 2.1318 -0.056 -0.070 -0.004 0.202
H -1.1330 1.0610 2.5703 0.036 -0.003 0.080 0.216
H 2.3108 0.0293 -0.7194 -0.087 -0.079 -0.033 0.216
H 1.0728 0.8963 -2.7296 0.137 0.030 0.032 0.226
```
Positions in Å, forces in eV/Å.

Properties
SMILES: CC(=O)[C@H](N)[C@H](O)[C@@H](C)N
HOMO in eV: -9.4
E_LUMO in eV: 0.894
Gap between HOMO and LUMO in Ha: 0.3767
ΔE to the lowest compared entry with this formula, charge and spin in eV: 1.468
Total energy in eV: -13524.1568
Multiplicity: 1



Density functional theory data (ωB97M-V/def2-TZVPD) for 2 unconnected molecules or ions with the total composition C6H14N2O2 in a non-equilibrium geometry.

```
24
Properties=species:S:1:pos:R:3:forces:R:3:nbo_charge:R:1
O -0.5114 3.5261 -1.8086 -0.434 -0.092 0.107 -0.627
O 0.9874 -0.5257 1.9876 0.117 0.235 -0.284 -0.626
N -0.3878 -2.1139 1.1814 0.248 -0.104 -0.161 -0.623
N -0.0569 1.3407 -1.5265 -0.046 -0.217 0.445 -0.616
C -0.4079 2.5695 -1.0595 1.126 0.246 -0.380 0.667
C 0.8373 -1.5185 1.2987 -0.534 -0.216 0.557 0.667
C -1.5513 -1.6182 1.8654 -1.103 -1.024 -0.089 -0.420
C 0.1508 1.0644 -2.9212 -0.120 -0.192 -0.143 -0.412
C -0.5319 2.6436 0.4290 -0.585 0.129 1.026 -0.721
C 1.9635 -2.1899 0.5686 -0.125 -0.534 -0.193 -0.715
H -0.0161 1.8494 0.9713 -0.199 -0.234 -0.202 0.233
H 0.6286 0.0921 -3.0281 0.314 0.141 0.054 0.196
H 2.1225 -3.2103 0.9293 0.020 0.147 0.262 0.231
H 0.7190 1.8578 -3.4020 0.116 -0.067 0.009 0.218
H -2.1971 -1.0024 1.2386 0.247 0.302 0.051 0.197
H -1.3052 -1.1546 2.7858 0.518 0.961 0.567 0.227
H 2.8609 -1.6066 0.7112 0.180 0.055 -0.134 0.247
H -0.4544 -3.0311 0.7769 0.148 0.068 -0.168 0.391
H -0.7954 0.9648 -3.4305 -0.415 0.185 -0.307 0.194
H -0.1738 3.5655 0.8742 0.258 0.339 -0.516 0.241
H -1.5953 2.6466 0.6976 0.088 -0.307 -0.070 0.233
H 1.7179 -2.3290 -0.4844 0.103 0.309 -0.120 0.225
H 0.1785 0.6300 -0.8572 -0.085 0.019 0.062 0.393
H -2.1820 -2.4504 2.2023 0.163 -0.149 -0.374 0.199
```
Positions in Å, forces in eV/Å.

Properties
SMILES: CNC(C)=O.CNC(C)=O
HOMO in eV: -9.5
E_LUMO in eV: 0.518
Gap between HOMO and LUMO in Ha: 0.3667
ΔE to the lowest compared entry with this formula, charge and spin in eV: 0.653
Total energy in eV: -13524.9715
Multiplicity: 1



Density functional theory data (ωB97M-V/def2-TZVPD) for a single C6H14N2O2S molecule in a non-equilibrium geometry.

```
25
Properties=species:S:1:pos:R:3:forces:R:3:nbo_charge:R:1
S 0.3737 1.6501 -1.6917 0.606 0.128 0.938 1.260
O -0.9315 -1.7272 -2.2124 0.017 1.864 0.465 -0.400
O 0.6378 2.7057 -0.6773 0.556 0.314 -0.037 -0.994
N -0.2825 -1.7557 -1.1882 1.314 -3.376 1.302 0.238
N -0.2860 -0.8125 -0.2762 -0.665 4.530 -3.344 -0.235
C -0.8910 2.3344 -2.7373 0.167 -0.320 -1.573 -0.845
C -0.7295 0.5259 -0.7439 -2.186 -1.974 -1.908 -0.496
C 1.0481 -2.2285 1.1220 -1.664 0.040 2.125 -0.604
C 1.5295 0.1630 1.3087 0.472 0.476 -3.524 -0.631
C -0.6772 -0.6077 2.0377 -1.301 0.696 -0.512 -0.623
C 0.3824 -0.8378 0.9922 1.695 -1.476 1.626 0.116
H -0.5635 2.9896 -3.5833 0.418 -0.203 1.247 0.256
H -1.6177 0.3348 -1.4003 0.847 -0.086 0.238 0.249
H 1.5015 -2.1932 2.1292 0.173 -0.370 -0.606 0.203
H 2.1244 0.0554 0.3108 -0.095 0.569 1.965 0.211
H 2.1078 -0.2181 2.1644 -0.281 0.392 -0.440 0.228
H -1.6297 -0.9551 1.6527 -0.256 -0.610 0.356 0.216
H -0.8610 0.4568 2.1926 0.282 0.138 -0.001 0.212
H -1.1790 1.0665 0.0302 0.025 1.152 1.460 0.239
H -1.2437 1.4651 -3.2926 -0.785 -0.055 0.259 0.237
H 1.2447 1.2513 1.3929 0.147 -1.261 0.039 0.246
H 0.2444 -2.9722 1.1989 0.272 -0.089 -0.251 0.218
H 1.7306 -2.5260 0.3598 0.507 0.144 -0.519 0.233
H -1.5813 2.8450 -2.0837 -0.524 -0.018 -0.052 0.241
H -0.4513 -1.0093 2.9944 0.259 -0.605 0.747 0.226
```
Positions in Å, forces in eV/Å.

Properties
HOMO in eV: -9.0
E_LUMO in eV: 0.785
Gap between HOMO and LUMO in Ha: 0.3584
ΔE to the lowest compared entry with this formula, charge and spin in eV: 4.180
Total energy in eV: -24355.2465
Multiplicity: 1



Density functional theory data (ωB97M-V/def2-TZVPD) for 2 unconnected molecules or ions with the total composition C6H14N3 in a non-equilibrium geometry.

```
23
Properties=species:S:1:pos:R:3:forces:R:3:nbo_charge:R:1
N 0.6069 -0.9291 -1.7758 2.684 0.240 0.637 -0.341
N 0.0555 -0.9002 -0.5661 0.411 -0.595 -1.374 -0.222
N -0.0346 1.2686 1.4590 0.305 0.188 0.973 -0.493
C 0.3983 0.5336 2.5102 -1.808 0.422 -0.427 0.123
C 1.3652 2.0442 -0.4812 0.031 2.376 3.960 -0.420
C 0.5215 1.4789 0.3194 0.653 -0.797 -1.128 0.375
C -1.2766 -1.4196 -0.6191 -0.813 2.127 3.405 -0.472
C 0.1294 -1.2930 -3.0740 2.189 -2.215 -0.087 -0.442
C -0.5057 0.4457 3.6257 1.259 -3.797 2.051 -0.689
H 0.7516 -0.8773 -3.8714 -0.221 0.547 0.373 0.232
H 0.2907 -2.3854 -3.2076 -0.592 0.333 0.026 0.210
H -0.6035 -0.6738 4.0127 0.076 1.976 -1.074 0.261
H 1.9299 2.9477 -0.0518 -0.607 -1.420 -0.710 0.262
H 1.2591 -0.0658 2.5806 1.272 -0.155 -0.971 0.236
H -1.8160 -1.1084 -1.4666 -1.076 0.912 -0.801 0.193
H 1.2778 1.9581 -1.4792 0.288 -0.773 -3.417 0.245
H 1.6004 -1.1348 -1.7163 0.014 0.690 0.251 0.378
H -1.4582 0.8049 3.4819 -2.118 1.047 -0.315 0.227
H -0.9184 1.7806 1.5751 0.285 -0.371 0.264 0.444
H -0.0313 0.8625 4.4894 0.136 0.734 0.741 0.265
H -1.4265 -2.4672 -0.6022 0.703 -1.458 0.192 0.226
H -1.6841 -1.0264 0.3872 -0.262 -0.664 -1.759 0.196
H -0.8525 -1.0487 -3.1463 -2.809 0.654 -0.811 0.209
```
Positions in Å, forces in eV/Å.

Properties
Charge: +1
HOMO (spin up / spin down) in eV: -10.9 / -11.9
E_LUMO (spin up / spin down) in eV: -4.782 / -3.618
Gap between HOMO and LUMO (spin up / spin down) in Ha: 0.2232 / 0.3058
ΔE to the lowest compared entry with this formula, charge and spin in eV: 6.778
Total energy in eV: -10906.3563
Multiplicity: 1



Density functional theory data (ωB97M-V/def2-TZVPD) for 2 unconnected molecules or ions with the total composition C6H14N3O2 in a non-equilibrium geometry.

```
25
Properties=species:S:1:pos:R:3:forces:R:3:nbo_charge:R:1
O -3.3528 0.9407 -0.3170 0.759 -0.831 0.456 -0.358
O -2.8096 -1.1640 0.4375 0.297 0.044 0.320 -0.619
N -1.2936 0.2672 -0.4552 5.461 0.473 -1.108 -0.435
N 0.3251 -0.6941 0.0083 -4.516 0.243 -0.658 -0.079
N -4.6772 0.5686 -0.0999 -1.206 2.259 -2.522 -0.490
C 1.5811 0.8991 -1.2757 0.972 2.388 0.056 -0.634
C 0.0940 -1.9284 0.1568 -2.638 0.651 0.674 0.068
C -2.4744 -0.1089 -0.0345 -2.273 -0.576 0.290 0.815
C 2.7055 -0.8032 0.1992 1.925 -0.833 -0.447 -0.628
C 1.5334 0.0966 0.0614 0.907 2.249 -0.947 0.050
C 1.4258 1.0362 1.2468 1.185 1.052 0.891 -0.630
H 1.4063 0.5054 2.1766 -0.485 -0.701 0.519 0.233
H 0.8123 -2.6464 0.3939 1.882 -0.623 0.178 0.241
H 3.6926 -0.2111 0.1030 -1.765 -0.777 0.214 0.274
H -0.9440 -2.3562 0.2705 0.759 1.050 -0.759 0.296
H -5.1775 0.3923 -0.9962 0.924 -0.179 1.111 0.374
H 0.9558 1.8604 -1.0229 0.941 -1.732 -1.167 0.222
H 2.7009 -1.2853 1.2077 0.142 -0.064 -1.016 0.235
H 2.2712 1.7647 1.4935 -0.763 -1.011 -1.364 0.267
H -1.0899 1.1501 -0.9943 0.053 -1.480 1.103 0.455
H 1.1856 0.3046 -2.1672 0.707 1.010 1.168 0.245
H -4.7800 -0.0727 0.6166 -0.004 -1.749 1.349 0.375
H 2.6677 -1.4919 -0.6878 0.443 0.074 1.118 0.228
H 2.7013 1.3610 -1.4611 -2.896 -1.516 0.363 0.271
H 0.5405 1.6152 1.1401 -0.811 0.583 0.178 0.225
```
Positions in Å, forces in eV/Å.

Properties
Charge: +1
HOMO in eV: -12.9
E_LUMO in eV: -6.356
Gap between HOMO and LUMO in Ha: 0.2392
ΔE to the lowest compared entry with this formula, charge and spin in eV: 5.709
Total energy in eV: -15001.8074
Multiplicity: 1



> What is the total energy in the eighth record?

-15001.8074 eV



> Look up the ΔE to the lowest compared entry with this formula, charge and spin of the fifth one.

0.653 eV



> Which value of ΔE to the lowest compared entry with this formula, charge and spin does entry 1 give?

1.979 eV



> What is the total energy in the eighth record?

-15001.8074 eV